i) Formula: C5H12N2
Source: the Open Molecules 2025 dataset
Level of theory: wB97M-V/def2-TZVPD

Last column: Mulliken charge in e.
Geometry (Å):
C -1.774 0.915 -0.966  -1.051
C -1.190 1.007 0.409  0.058
C -1.577 -1.917 0.591  0.096
N -1.783 1.021 1.511  -0.579
N -0.478 -2.191 0.681  -0.398
H -2.802 0.965 1.453  0.271
H 1.357 -0.835 0.997  0.204
H -2.612 -1.698 0.518  0.280
H -1.359 0.048 -1.480  0.301
H -1.497 1.800 -1.539  0.332
H -2.861 0.839 -0.939  0.365
C 2.252 -0.144 -0.840  -0.692
C 2.253 -0.321 0.672  -0.790
H 2.173 -1.111 -1.332  0.241
H 3.170 0.336 -1.176  0.324
H 1.415 0.470 -1.165  0.156
H 3.117 -0.911 0.976  0.338
H 2.308 0.643 1.175  0.291
H -0.109 1.083 0.455  0.251

Spin multiplicity: 1
Frontier orbital gap: 0.3966 Ha
SMILES: [H]/N=C\C.C#N.CC
E_LUMO: 0.808 eV

---

ii) Formula: C5H12N2
Source: the Open Molecules 2025 dataset
Level of theory: wB97M-V/def2-TZVPD

Last column: Mulliken charge in e.
Geometry (Å):
C -0.850 1.354 -1.264  -1.497
C 1.358 1.095 0.905  -1.561
C -0.320 0.022 -0.775  0.297
C 1.077 0.014 -0.136  0.274
H -0.393 -0.723 -1.576  0.296
H 1.856 0.012 -0.902  0.337
H -0.194 1.786 -2.029  0.330
H -1.842 1.215 -1.708  0.391
H 1.234 2.101 0.497  0.357
H 2.372 0.997 1.305  0.393
H 0.687 1.017 1.766  0.384
H -0.957 2.079 -0.452  0.380
N 1.046 -1.315 0.587  -0.610
C -1.772 -1.604 0.523  -0.320
N -1.116 -0.486 0.525  -0.393
H 0.739 -2.103 0.022  0.231
H 1.177 -1.295 1.599  0.225
H -2.641 -1.691 1.184  0.273
H -1.460 -2.475 -0.073  0.213

Spin multiplicity: 1
Frontier orbital gap: 0.3403 Ha
SMILES: C=N[C@@H](C)[C@@H](C)N
E_LUMO: 1.161 eV

---

i) is the most stable structure; the next one sits 0.779 eV above it.

---

i) Formula: C5H12N2
Source: the Open Molecules 2025 dataset
Level of theory: wB97M-V/def2-TZVPD

Last column: Mulliken charge in e.
Geometry (Å):
C -2.141 0.413 0.118  -0.478
C -1.371 -0.881 -0.438  -0.746
C -0.168 -1.363 0.391  -0.752
N 2.950 0.816 -0.165  -0.498
C 1.844 0.193 0.368  -0.265
C 1.171 -0.851 -0.154  -0.359
N -1.161 1.486 0.293  -0.513
H -2.591 0.293 1.120  0.330
H -2.804 0.549 -0.738  0.279
H -1.012 -0.489 -1.386  0.394
H -2.246 -1.539 -0.413  0.348
H -0.172 -1.246 1.460  0.462
H -0.156 -2.441 0.157  0.295
H 3.240 1.724 0.134  0.197
H 3.296 0.473 -1.036  0.176
H 1.381 0.584 1.267  0.431
H 1.681 -1.474 -0.890  0.299
H -0.222 1.381 -0.044  0.188
H -1.516 2.371 -0.046  0.214

Spin multiplicity: 1
Frontier orbital gap: 0.3287 Ha
SMILES: N/C=C/CCCN
E_LUMO: 1.177 eV

---

ii) Formula: C5H12N2
Source: the Open Molecules 2025 dataset
Level of theory: wB97M-V/def2-TZVPD

Last column: Mulliken charge in e.
Geometry (Å):
C 2.002 0.177 -1.240  0.139
C 1.411 -0.720 -2.368  -1.072
C 1.226 1.170 -0.766  -0.978
C -1.585 1.081 1.465  -0.846
C -0.395 -0.538 2.773  -0.297
N -1.044 -0.685 0.480  -0.924
N -0.928 -0.165 1.657  0.530
H 1.419 -0.137 -3.304  0.277
H 2.050 -1.578 -2.564  0.303
H 0.404 -0.871 -2.125  0.325
H 1.668 1.848 -0.093  0.282
H -0.683 -1.737 0.433  0.165
H 0.236 1.308 -1.074  0.340
H -0.768 1.556 0.900  0.205
H -2.303 0.826 0.686  0.333
H -2.067 1.525 2.320  0.350
H 2.978 -0.037 -0.823  0.383
H 0.144 -1.381 2.884  0.305
H -0.381 0.206 3.617  0.180

Spin multiplicity: 1
Frontier orbital gap (spin up / spin down): 0.3270 / 0.3270 Ha
E_LUMO (spin up / spin down): 1.080 / 1.080 eV

---

iii) Formula: C5H12N2
Source: the Open Molecules 2025 dataset
Level of theory: wB97M-V/def2-TZVPD

Last column: Mulliken charge in e.
Geometry (Å):
C -0.071 1.763 2.140  -1.151
C -0.422 0.862 0.801  0.395
C 0.845 -0.083 0.442  -0.630
C 0.755 -1.398 -0.505  -0.674
C 0.618 -0.493 -2.725  -0.281
N -0.057 -1.012 -1.750  -0.424
N -1.677 0.009 1.030  -0.598
H -0.479 1.136 3.021  0.345
H 0.987 1.961 2.282  0.330
H -0.544 2.801 2.053  0.269
H -0.575 1.634 -0.045  0.200
H 1.107 -0.640 1.402  0.255
H 1.853 0.442 0.073  0.292
H 0.291 -2.235 0.137  0.325
H 1.726 -1.815 -0.690  0.417
H 1.668 -0.311 -2.501  0.255
H 0.114 -0.088 -3.648  0.259
H -2.214 -0.011 0.151  0.233
H -2.147 0.243 1.881  0.181

Spin multiplicity: 1
Frontier orbital gap: 0.3743 Ha
SMILES: C=NCC[C@H](C)N
E_LUMO: 1.133 eV

---

i) is the most stable structure; the next one sits 0.943 eV above it.

---

i) Formula: C5H12N2
Source: the Open Molecules 2025 dataset
Level of theory: wB97M-V/def2-TZVPD

Last column: Mulliken charge in e.
Geometry (Å):
C 0.633 0.234 0.559  -0.430
C -1.743 0.145 0.676  -0.758
C -2.188 1.296 -0.209  -0.971
N 1.997 -0.571 0.070  -0.117
C -0.323 -0.666 -0.008  0.410
N 3.179 0.187 -0.101  -0.701
C -0.490 -1.605 -0.905  -0.851
H 2.176 -1.412 0.625  0.206
H 4.016 -0.408 -0.023  0.198
H 3.526 0.734 -0.884  0.208
H 0.715 1.199 0.062  0.264
H 0.651 0.278 1.652  0.291
H -2.472 -0.665 0.681  0.375
H -1.636 0.462 1.715  0.318
H 0.355 -2.058 -1.397  0.354
H -1.481 -1.928 -1.192  0.292
H -2.292 0.974 -1.245  0.280
H -3.154 1.691 0.112  0.341
H -1.467 2.114 -0.188  0.291

Spin multiplicity: 1
Frontier orbital gap: 0.3083 Ha
SMILES: C=C(CC)CNN
E_LUMO: 1.155 eV

---

ii) Formula: C5H12N2
Source: the Open Molecules 2025 dataset
Level of theory: wB97M-V/def2-TZVPD

Last column: Mulliken charge in e.
Geometry (Å):
C -0.236 -0.267 0.608  0.935
C 0.755 0.747 -0.003  -0.847
C 0.469 -1.580 0.907  -1.601
C -0.939 0.285 1.841  -1.559
C 0.572 0.571 -1.480  0.455
N -0.768 0.792 -1.877  -0.498
N 1.416 -0.080 -2.163  -0.688
H -1.071 -0.289 -0.305  0.291
H -1.222 1.630 -1.541  0.202
H -0.984 0.634 -2.849  0.193
H 1.140 -0.265 -3.126  0.200
H 0.464 1.764 0.271  0.357
H 1.784 0.528 0.276  0.309
H 0.996 -1.938 0.023  0.388
H -0.235 -2.344 1.235  0.405
H 1.212 -1.451 1.699  0.355
H -1.520 1.177 1.601  0.363
H -0.216 0.543 2.620  0.344
H -1.618 -0.455 2.264  0.396

Spin multiplicity: 1
Frontier orbital gap: 0.3723 Ha
SMILES: [H]/N=C(\N)CC(C)C
E_LUMO: 0.914 eV

---

ii) is the most stable structure; the next one sits 3.856 eV above it.

---

i) Formula: C5H12N2
Source: the Open Molecules 2025 dataset
Level of theory: wB97M-V/def2-TZVPD

Last column: Mulliken charge in e.
Geometry (Å):
N -0.746 1.072 -0.372  -0.519
C -0.854 0.699 -1.804  -0.536
C -0.292 -0.725 -1.919  -0.616
C 0.561 -0.878 -0.667  -0.766
C -0.163 -0.050 0.388  0.154
C 0.724 0.464 1.518  -0.639
N 0.680 -0.475 2.661  -0.632
H -1.683 1.244 -0.025  0.292
H -1.902 0.709 -2.099  0.271
H -0.276 1.415 -2.379  0.307
H 0.276 -0.837 -2.841  0.338
H -1.117 -1.437 -1.914  0.285
H 0.665 -1.920 -0.366  0.362
H 1.586 -0.538 -0.851  0.361
H -0.928 -0.695 0.837  0.286
H 1.750 0.581 1.173  0.270
H 0.364 1.438 1.826  0.352
H 1.421 -0.282 3.320  0.235
H 0.797 -1.427 2.337  0.194

Spin multiplicity: 1
Frontier orbital gap: 0.3652 Ha
SMILES: NC[C@@H]1CCCN1
E_LUMO: 1.156 eV

---

ii) Formula: C5H12N2
Source: the Open Molecules 2025 dataset
Level of theory: wB97M-V/def2-TZVPD

Last column: Mulliken charge in e.
Geometry (Å):
C -1.250 -0.302 1.058  -0.507
C -1.656 0.141 -0.363  -0.530
C -0.402 0.087 -1.259  -0.580
N 2.784 1.086 0.413  -0.517
C 1.957 0.464 -0.506  -0.033
C 0.766 0.949 -0.894  -0.680
N -1.172 -1.755 1.234  -0.601
H -1.879 0.048 1.879  0.305
H -0.245 0.067 1.265  0.256
H -2.120 1.127 -0.345  0.299
H -2.306 -0.633 -0.767  0.333
H -0.124 -0.970 -1.296  0.334
H -0.712 0.285 -2.297  0.322
H 2.321 1.676 1.080  0.238
H 3.568 0.552 0.739  0.226
H 2.415 -0.417 -0.950  0.341
H 0.581 2.004 -0.689  0.326
H -2.053 -2.219 1.053  0.232
H -0.473 -2.193 0.645  0.237

Spin multiplicity: 1
Frontier orbital gap: 0.3242 Ha
SMILES: N/C=C/CCCN
E_LUMO: 1.123 eV

---

iii) Formula: C5H12N2
Source: the Open Molecules 2025 dataset
Level of theory: wB97M-V/def2-TZVPD

Last column: Mulliken charge in e.
Geometry (Å):
C -0.214 1.852 -0.445  -1.546
C -0.666 0.693 0.410  0.778
C -0.558 -0.675 -0.347  -1.304
C 0.853 -1.202 -0.185  0.800
C 1.784 -0.938 -1.123  -1.228
N 1.088 -1.901 0.985  -0.461
N -1.990 0.778 1.040  -0.562
H 0.870 1.830 -0.542  0.401
H -0.701 1.930 -1.410  0.337
H -0.393 2.752 0.162  0.423
H 0.036 0.686 1.251  0.099
H -1.237 -1.431 0.045  0.481
H -0.727 -0.513 -1.408  0.388
H 2.763 -1.387 -0.988  0.241
H 1.567 -0.373 -2.009  0.308
H 1.989 -2.357 1.021  0.205
H 0.525 -1.646 1.760  0.214
H -2.277 1.746 1.064  0.224
H -2.710 0.158 0.721  0.203

Spin multiplicity: 1
Frontier orbital gap: 0.3351 Ha
SMILES: C=C(N)C[C@@H](C)N
E_LUMO: 1.131 eV

---

i) is the most stable structure; the next one sits 0.411 eV above it.